Entry 1:
A 3-piece molecular cluster, C53H67N4O6S overall, computed with ωB97M-V with the def2-TZVPD basis set.

Computed properties:
Kohn-Sham gap: 7.88 eV
DFT total energy: -3128.24772 a.u.
HOMO: -10.9 eV
energy above the lowest of the compared OMol25 structures with the same formula, charge and spin: 0.000 eV

Geometry as ORCA input:
```
! wB97M-V def2-TZVPD RIJCOSX def2/J DEFGRID3
* xyz 1 1
C 4.58690 3.66295 -1.36553
C 4.66141 2.12519 -1.39295
C 4.41573 1.46832 -2.76631
C 3.12663 0.64317 -2.86497
C 1.98015 1.41989 -3.50936
C 0.69768 0.57880 -3.59643
C -0.58220 1.29312 -3.39299
N -0.70339 2.54363 -3.67596
C -2.07781 3.09274 -3.59809
C -2.20569 4.05701 -2.40710
C -3.31403 5.11661 -2.53486
C -4.58409 4.86683 -1.71512
C -5.23604 6.17522 -1.28527
O -4.52563 6.80962 -0.23115
C -2.84754 1.75541 -3.67952
C -4.32291 1.83864 -3.32898
O -4.95300 2.84862 -4.07962
C -5.26312 2.51156 -5.43627
C -4.41840 3.30154 -6.42354
C -1.92203 0.69726 -2.99259
C -2.04392 0.70569 -1.44870
C -1.09318 -0.19510 -0.64635
C -0.42014 0.53337 0.51270
S 0.59208 1.96785 0.02055
C -2.08653 -0.71213 -3.60288
C -3.34244 -1.52637 -3.22012
C -3.09067 -2.66618 -2.21517
C -4.20459 -2.88157 -1.19809
N -4.44763 -1.67973 -0.37536
C -4.97618 -1.97363 0.94001
N -5.92503 -2.76023 1.21991
N -4.26712 -1.33240 1.94686
H 4.36147 4.06762 -2.35595
H 5.52485 4.11502 -1.04525
H 3.81371 4.02200 -0.68378
H 5.63698 1.80970 -1.02239
H 3.92683 1.72689 -0.68711
H 5.26508 0.83641 -3.02847
H 4.37863 2.25585 -3.52765
H 2.81166 0.33816 -1.86096
H 3.29099 -0.27649 -3.43437
H 2.29218 1.72861 -4.51064
H 1.79490 2.32372 -2.92046
H 0.60049 0.16840 -4.61268
H 0.74068 -0.29589 -2.94826
H 0.09228 3.10920 -3.95082
H -2.26643 3.68069 -4.49722
H -2.33112 3.52514 -1.46620
H -1.24282 4.57287 -2.33821
H -2.89514 6.06353 -2.18754
H -3.58406 5.24835 -3.58627
H -5.30888 4.26900 -2.27047
H -4.32765 4.30493 -0.80705
H -6.28870 6.02500 -1.02921
H -5.20222 6.89145 -2.11029
H -4.69032 6.33011 0.59261
H -2.77784 1.48862 -4.74365
H -4.46731 2.09393 -2.27545
H -4.80478 0.87443 -3.51582
H -6.32485 2.72446 -5.57444
H -5.13393 1.43252 -5.57857
H -4.15772 4.26790 -5.98879
H -4.97369 3.49299 -7.34154
H -3.49647 2.78249 -6.69446
H -3.06992 0.40815 -1.22417
H -1.93082 1.72438 -1.09121
H -0.32627 -0.64985 -1.27614
H -1.67190 -1.01715 -0.22107
H 0.25296 -0.14133 1.04097
H -1.15631 0.87609 1.23983
H -0.31421 2.91581 0.28486
H -2.07030 -0.58247 -4.68989
H -1.20637 -1.31576 -3.36595
H -3.73945 -1.96199 -4.13808
H -4.12689 -0.86674 -2.84611
H -2.98228 -3.60736 -2.76067
H -2.14466 -2.50791 -1.69546
H -3.91969 -3.69026 -0.52384
H -5.11489 -3.21025 -1.71441
H -5.14172 -1.10090 -0.83911
H -6.35423 -3.15322 0.38723
H -3.65675 -0.62362 1.56503
H -4.86251 -0.93995 2.66580
C 8.52091 -2.97532 -3.03307
C 9.39656 -3.95779 -2.58336
C 10.06942 -3.79289 -1.38496
C 9.87281 -2.64185 -0.63151
C 8.99737 -1.65402 -1.08354
C 8.32132 -1.82755 -2.28580
C 8.77891 -0.40058 -0.30541
O 7.99780 0.44755 -0.68588
C 9.55468 -0.22666 0.95466
C 9.40630 0.95090 1.67840
C 10.11038 1.13190 2.85641
C 10.96282 0.13612 3.32048
C 11.11501 -1.03889 2.60428
C 10.41502 -1.22354 1.41825
C 10.60833 -2.49321 0.65971
O 11.33542 -3.36953 1.07073
H 7.99817 -3.10685 -3.97155
H 9.55545 -4.85186 -3.17173
H 10.75363 -4.54439 -1.01546
H 7.65006 -1.04819 -2.62013
H 8.73734 1.71252 1.30196
H 9.99743 2.05085 3.41641
H 11.51042 0.27946 4.24259
H 11.77417 -1.82495 2.94633
C -3.24925 -1.39245 10.56792
C -2.96376 -2.63370 11.12595
C -2.97827 -3.77118 10.33682
C -3.28350 -3.67386 8.98463
C -3.57631 -2.42849 8.42529
C -3.55437 -1.28940 9.22162
C -3.92295 -2.29316 6.98190
O -4.15593 -1.20920 6.48682
C -3.97237 -3.54080 6.16722
C -4.33123 -3.44959 4.82941
C -4.38008 -4.58563 4.04058
C -4.06173 -5.82307 4.59041
C -3.70117 -5.92266 5.92441
C -3.65794 -4.78328 6.71903
C -3.28120 -4.91601 8.15633
O -2.98659 -5.98967 8.63323
H -3.23459 -0.50512 11.18705
H -2.72979 -2.71206 12.17949
H -2.75534 -4.74537 10.74994
H -3.78202 -0.33418 8.76876
H -4.57551 -2.48178 4.42002
H -4.67940 -4.49932 3.00389
H -4.10078 -6.71421 3.97730
H -3.45350 -6.87596 6.37111
*
```

***

Entry 2:
C4H9N3O2S in the gas phase at a distorted geometry, computed with ωB97M-V with the def2-TZVPD basis set.

Computed properties:
SMILES string: CN(C)N(C#N)S(C)(=O)=O
Kohn-Sham gap: 10.12 eV
DFT total energy: -870.61396 a.u.
HOMO: -9.6 eV
energy above the lowest of the compared OMol25 structures with the same formula, charge and spin: 3.766 eV

Geometry as ORCA input:
```
! wB97M-V def2-TZVPD RIJCOSX def2/J DEFGRID3
* xyz 0 1
C -0.65667 -0.94496 1.90572
N -0.39037 -1.26079 0.52768
C -1.60732 -1.35825 -0.36251
N 0.60314 -0.37786 -0.04360
C 1.50027 -0.97823 -1.05486
N 2.34512 -1.38720 -1.70234
S 0.08428 1.15260 -0.61241
C 1.60152 2.14409 -0.60741
O -0.44051 1.14827 -1.95766
O -0.81151 1.53902 0.43527
H 0.27893 -0.91484 2.45363
H -1.11559 0.02770 1.90337
H -1.28674 -1.75795 2.43916
H -1.41851 -1.55997 -1.39392
H -2.17683 -2.17391 -0.06827
H -2.26576 -0.45190 -0.03356
H 2.59329 1.69456 -0.60829
H 1.54638 2.62997 -1.58263
H 1.61688 2.82966 0.36262
*
```

***

Entry 3:
A 13-piece molecular cluster, C75H187N13O22 overall at a distorted geometry, computed with ωB97M-V with the def2-TZVPD basis set.

Computed properties:
Kohn-Sham gap (spin up / spin down): 8.53 / 4.07 eV
DFT total energy: -5335.92729 a.u.
HOMO (spin up / spin down): -9.9 / -9.9 eV

Geometry as ORCA input:
```
! wB97M-V def2-TZVPD RIJCOSX def2/J DEFGRID3
* xyz 1 2
C 0.28906 -1.56683 -4.92732
C 0.31914 -3.05092 -5.07250
C 1.48480 -3.73171 -4.19994
O 2.87970 -3.46143 -4.57348
C 3.17805 -3.83057 -5.91214
N -0.88962 -3.68631 -4.63449
H 1.28774 -1.19133 -5.15035
H -0.03662 -1.24722 -3.93744
H -0.34568 -1.04731 -5.64517
H 0.37021 -3.32019 -6.12747
H 1.37674 -4.81624 -4.18509
H 1.23653 -3.56253 -3.15217
H 4.22263 -3.58851 -6.10799
H 2.62588 -3.41019 -6.75267
H 3.07583 -4.90372 -6.07338
H -1.52141 -3.49077 -5.39784
H -0.90464 -4.68156 -4.46321
C -3.27756 6.44388 -3.84924
C -4.30166 5.46663 -3.27604
C -3.93997 4.97927 -1.88687
O -2.68605 4.23905 -1.80017
C -2.53536 3.56258 -0.52156
N -5.57891 6.16937 -3.29979
H -3.71528 6.87800 -4.74815
H -2.37815 5.93290 -4.19284
H -2.91309 7.26287 -3.22914
H -4.44553 4.59969 -3.92088
H -4.71621 4.28487 -1.56540
H -3.90956 5.81649 -1.18955
H -3.05193 2.60387 -0.56770
H -2.91155 4.17044 0.30129
H -1.46621 3.38885 -0.39981
H -6.41552 5.60698 -3.23719
H -5.74481 6.66601 -4.16347
C 4.56837 1.11244 4.21076
C 4.47470 2.06028 5.41853
C 3.08027 2.14832 6.10364
O 2.19090 2.63902 5.12350
C 0.93728 3.05609 5.69321
N 5.38518 1.48595 6.38495
H 5.56533 1.02280 3.77933
H 3.96430 1.42625 3.35946
H 4.18320 0.11009 4.39793
H 4.76064 3.08696 5.18992
H 3.15522 2.88116 6.90703
H 2.76401 1.20360 6.54591
H 0.24003 3.23309 4.87430
H 1.09166 3.98926 6.23494
H 0.57303 2.26622 6.35011
H 6.29164 1.29745 5.98132
H 5.61845 2.10639 7.14702
C 3.64651 4.77254 2.10110
O 4.84323 5.18512 2.82886
C 5.98173 5.48754 2.09879
C 7.22619 5.57922 3.01699
N 8.47458 5.93218 2.36981
C 9.11512 4.98139 1.47296
C 10.47280 5.31584 0.97919
O 11.38033 5.55994 2.05391
C 12.64996 5.93019 1.70842
H 3.12102 5.58576 1.60047
H 2.91204 4.31451 2.76358
H 3.84129 4.05447 1.30450
H 5.88526 6.42349 1.54853
H 6.15038 4.65142 1.42014
H 7.37912 4.62029 3.51217
H 7.05984 6.21859 3.88395
H 9.25116 6.25428 2.92951
H 8.49088 4.79881 0.59827
H 9.14499 4.00557 1.95772
H 10.42342 6.24470 0.41096
H 10.92786 4.56451 0.33380
H 13.11599 5.11219 1.15907
H 13.26325 6.10105 2.59316
H 12.61106 6.84001 1.10942
C 1.63137 8.41966 -4.15764
O 1.18423 7.10997 -3.80617
C 1.94162 6.53874 -2.77063
C 1.44263 5.11659 -2.43362
N 1.56702 4.29140 -3.64205
C 1.05733 2.91364 -3.35071
C 0.97213 2.05275 -4.61459
O 0.03982 2.56298 -5.58549
C -1.36860 2.75565 -5.24098
H 1.80611 9.08516 -3.31226
H 0.93284 8.79301 -4.90647
H 2.57834 8.23089 -4.66332
H 1.87040 7.12002 -1.85131
H 2.98800 6.57660 -3.07354
H 0.41601 5.17233 -2.07162
H 1.94515 4.84425 -1.50550
H 0.92662 4.70341 -4.30555
H 0.10253 2.95319 -2.82643
H 1.77384 2.46039 -2.66569
H 0.63865 1.03508 -4.41154
H 1.92854 2.01891 -5.13636
H -1.86613 3.29034 -6.05010
H -1.34853 3.42341 -4.37971
H -1.86436 1.81464 -5.00259
C 0.44458 -6.01203 -1.13417
O 1.64878 -5.34584 -0.70729
C 2.78009 -5.67325 -1.56654
C 4.04933 -4.77814 -1.46406
N 4.78636 -5.04689 -0.25181
C 4.17767 -4.38730 0.88450
C 5.17293 -4.38549 2.03444
O 6.34754 -3.64039 1.67755
C 7.42198 -3.89204 2.59730
H 0.68593 -6.92534 -1.67797
H -0.29898 -5.51147 -1.75438
H -0.08490 -6.29203 -0.22348
H 2.56319 -5.69997 -2.63441
H 3.01852 -6.70258 -1.29874
H 3.68234 -3.75557 -1.55219
H 4.72014 -4.92963 -2.30974
H 5.75697 -4.76763 -0.25753
H 3.27823 -4.92188 1.19001
H 3.83915 -3.37175 0.67916
H 5.31921 -5.42086 2.34220
H 4.70413 -3.95356 2.91862
H 7.35649 -3.41341 3.57440
H 8.24643 -3.37699 2.10423
H 7.65929 -4.95531 2.63227
C 7.26629 -2.14214 -1.70988
O 6.44991 -1.73853 -2.83518
C 5.12033 -1.26338 -2.30371
C 4.56684 -0.04022 -2.95006
N 5.36322 1.16867 -2.59036
C 4.70428 2.39275 -2.96577
C 5.57030 3.60439 -2.48286
O 6.65400 3.78033 -3.30069
C 7.49805 4.95121 -3.04819
H 6.88905 -3.07407 -1.28881
H 7.28945 -1.29894 -1.01952
H 8.33976 -2.25357 -1.86261
H 5.15243 -1.08387 -1.22907
H 4.43736 -2.08812 -2.50733
H 3.54632 0.20306 -2.65434
H 4.40024 -0.19016 -4.01677
H 6.27251 1.17744 -3.02993
H 3.72679 2.43913 -2.48572
H 4.41649 2.48619 -4.01293
H 5.86406 3.35188 -1.46401
H 4.87661 4.44315 -2.54092
H 8.45206 4.84986 -3.56559
H 7.73884 5.12417 -1.99929
H 6.99202 5.83876 -3.42801
C -4.05935 -1.16025 1.23602
O -3.89581 0.26112 0.98432
C -4.48866 1.23393 1.87894
C -5.98211 0.99067 2.21505
N -6.84707 1.36716 1.08814
C -8.19727 0.93862 1.38713
C -8.90638 0.42114 0.08339
O -8.26328 -0.85596 -0.12249
C -9.08169 -1.78869 -0.79336
H -3.71605 -1.49736 2.21407
H -3.58343 -1.71632 0.42832
H -5.13949 -1.30229 1.20092
H -4.34912 2.20134 1.39649
H -3.97442 1.35047 2.83292
H -6.26814 1.57574 3.08910
H -6.16956 -0.03019 2.54794
H -6.59490 0.69574 0.37701
H -8.80327 1.71656 1.85154
H -8.28601 0.08106 2.05407
H -8.65654 1.12774 -0.70806
H -9.95033 0.36672 0.39212
H -10.05706 -1.93895 -0.33059
H -8.61949 -2.77541 -0.76398
H -9.30018 -1.44584 -1.80471
C -0.53943 -6.96625 -5.53529
O -1.81208 -6.56154 -5.08884
C -2.88727 -6.88605 -5.99424
C -4.30409 -6.52495 -5.35934
N -4.83083 -7.47884 -4.38577
C -4.01235 -7.52682 -3.20762
C -3.97723 -6.14387 -2.47650
O -3.26015 -6.25914 -1.25515
C -3.29660 -5.12321 -0.36989
H -0.61260 -8.05023 -5.62324
H 0.21244 -6.63005 -4.82132
H -0.35043 -6.52436 -6.51361
H -2.87091 -7.96334 -6.15944
H -2.70028 -6.35619 -6.92826
H -4.99394 -6.57332 -6.20188
H -4.31402 -5.49244 -5.01017
H -5.74119 -7.23640 -4.02169
H -3.00987 -7.93642 -3.33149
H -4.40484 -8.29306 -2.53909
H -4.99653 -5.82149 -2.26386
H -3.43780 -5.39830 -3.06065
H -4.23032 -5.21214 0.18542
H -3.17775 -4.17049 -0.88594
H -2.48136 -5.12044 0.35363
C 1.96294 -1.40655 6.07054
O 1.65453 -2.63134 5.44345
C 2.63367 -3.56481 5.38826
C 2.20509 -4.62082 4.40532
N 1.04788 -5.32731 4.90773
C 0.47782 -6.34552 3.98162
C 0.04175 -5.79591 2.60553
O -1.22923 -5.07289 2.46281
C -1.22808 -3.81580 3.11735
H 1.96368 -1.52377 7.15421
H 1.15547 -0.72996 5.79068
H 2.87072 -0.91948 5.71444
H 2.91800 -3.98519 6.35290
H 3.50823 -3.14079 4.89484
H 3.04132 -5.30319 4.25298
H 2.03001 -4.15647 3.43484
H 0.37723 -4.65265 5.24705
H -0.34101 -6.74159 4.58224
H 1.14107 -7.17820 3.74744
H -0.20364 -6.67465 2.00913
H 0.82348 -5.29420 2.03519
H -2.14623 -3.27001 2.90003
H -0.40792 -3.16525 2.81366
H -1.18146 -3.97917 4.19402
C -3.00095 -0.35803 -3.18089
O -4.11833 0.33870 -3.81191
C -4.78804 1.19054 -2.93141
C -5.97334 1.69450 -3.74063
N -6.92833 2.45844 -2.88246
C -8.08171 2.85159 -3.64489
C -8.93182 3.92961 -2.90266
O -8.21914 5.09979 -2.49596
C -8.93630 6.09323 -1.82544
H -2.64346 -1.04154 -3.95104
H -3.34909 -0.93441 -2.32375
H -2.18634 0.26176 -2.80622
H -4.22031 2.05190 -2.57948
H -5.07661 0.67654 -2.01455
H -6.40339 0.87371 -4.31461
H -5.60140 2.32447 -4.54865
H -6.47545 3.25783 -2.46297
H -8.71546 1.98852 -3.84878
H -7.80190 3.29137 -4.60219
H -9.54014 3.56884 -2.07327
H -9.69112 4.29128 -3.59603
H -9.66890 6.62217 -2.43504
H -8.23734 6.83217 -1.43362
H -9.37053 5.67693 -0.91646
C -2.01119 -3.86794 7.15636
O -2.74666 -2.68727 6.86518
C -2.16865 -1.67280 6.06186
C -3.13838 -0.42100 6.11596
N -4.42673 -0.73673 5.53825
C -5.45125 0.25731 5.91805
C -6.79571 -0.46723 5.69693
O -7.85618 0.41133 6.15463
C -8.07382 1.66478 5.50388
H -2.74884 -4.52857 7.61192
H -1.16707 -3.72250 7.83045
H -1.71462 -4.34974 6.22470
H -1.27271 -1.35571 6.59558
H -1.98838 -1.99094 5.03503
H -3.26586 0.02659 7.10162
H -2.79497 0.31814 5.39220
H -4.71052 -1.67651 5.77565
H -5.36640 0.47615 6.98247
H -5.31897 1.22149 5.42717
H -7.01577 -0.71646 4.65888
H -6.83501 -1.44133 6.18447
H -7.34935 2.33704 5.96355
H -9.08484 1.93571 5.80808
H -7.99701 1.65860 4.41661
C 1.00732 -0.41309 -1.37004
C 0.24997 -1.12252 -0.21908
C 1.17708 -2.11206 0.61772
C 1.97114 -1.36581 1.65724
C 1.15720 -0.47103 2.50418
C 0.35506 0.56666 1.74544
N -0.39831 -0.17326 0.68477
O -1.30229 0.56410 0.02941
C -0.66482 1.07261 2.78251
C 1.38317 1.65065 1.28141
C -0.86346 -2.09819 -0.74865
H 1.36539 -1.20232 -2.03110
H 1.87943 0.14321 -1.02646
H 0.37415 0.15559 -2.05107
H 0.51595 -2.81145 1.12944
H 1.74439 -2.76284 -0.04768
H 2.87687 -0.89046 1.28071
H 2.44813 -2.07924 2.32927
H 1.86641 -0.03557 3.20809
H 0.61823 -1.14953 3.16543
H -0.15459 1.28834 3.72124
H -1.14577 1.97656 2.40878
H -1.35554 0.26218 3.01535
H 0.87692 2.30493 0.57166
H 1.69611 2.26614 2.12483
H 2.27748 1.35209 0.73444
H -1.61387 -1.55095 -1.31919
H -1.40606 -2.53080 0.09191
H -0.44320 -2.92709 -1.31822
H -2.16182 0.20392 0.25981
*
```

***

Entry 4:
C3H5N3 in the gas phase, computed with ωB97M-V with the def2-TZVPD basis set.

Computed properties:
SMILES string: Nc1cn[nH]c1
Kohn-Sham gap: 9.38 eV
DFT total energy: -281.54155 a.u.
HOMO: -8.3 eV
energy above the lowest of the compared OMol25 structures with the same formula, charge and spin: 1.320 eV

Geometry as ORCA input:
```
! wB97M-V def2-TZVPD RIJCOSX def2/J DEFGRID3
* xyz 0 1
N 0.48718 -0.51893 -1.73322
C 0.18403 -0.12894 -0.41838
C 0.81403 -0.47686 0.80258
N 0.12746 -0.05421 1.85960
N -0.84457 0.70300 1.34243
C -0.80159 0.74716 -0.02621
H 1.29070 -1.12785 -1.81018
H -0.29883 -0.90969 -2.24515
H 1.85334 -0.74962 0.90807
H -1.65828 0.91278 1.90148
H -1.15349 1.60315 -0.58103
*
```

***

Among the records above, which one has the highest DFT total energy? C3H5N3

***

The lowest DFT total energy belongs to which entry? C75H187N13O22

***

Please write out number 2 again, unchanged.
C4H9N3O2S in the gas phase at a distorted geometry, computed with ωB97M-V with the def2-TZVPD basis set.

Computed properties:
SMILES string: CN(C)N(C#N)S(C)(=O)=O
Kohn-Sham gap: 10.12 eV
DFT total energy: -870.61396 a.u.
HOMO: -9.6 eV
energy above the lowest of the compared OMol25 structures with the same formula, charge and spin: 3.766 eV

Geometry as ORCA input:
```
! wB97M-V def2-TZVPD RIJCOSX def2/J DEFGRID3
* xyz 0 1
C -0.65667 -0.94496 1.90572
N -0.39037 -1.26079 0.52768
C -1.60732 -1.35825 -0.36251
N 0.60314 -0.37786 -0.04360
C 1.50027 -0.97823 -1.05486
N 2.34512 -1.38720 -1.70234
S 0.08428 1.15260 -0.61241
C 1.60152 2.14409 -0.60741
O -0.44051 1.14827 -1.95766
O -0.81151 1.53902 0.43527
H 0.27893 -0.91484 2.45363
H -1.11559 0.02770 1.90337
H -1.28674 -1.75795 2.43916
H -1.41851 -1.55997 -1.39392
H -2.17683 -2.17391 -0.06827
H -2.26576 -0.45190 -0.03356
H 2.59329 1.69456 -0.60829
H 1.54638 2.62997 -1.58263
H 1.61688 2.82966 0.36262
*
```